[1]
{"formula": "C5H34N2O11", "method": "ωB97M-V/def2-TZVPD", "de_lowest_kcal_mol": 17.7, "lumo_ev": -5.03, "homo_energy_ha": -0.585, "charge": 2, "elements": ["C", "O", "C", "C", "C", "C", "N", "N", "H", "H", "H", "H", "H", "H", "H", "H", "H", "H", "H", "H", "H", "H", "H", "H", "O", "H", "H", "O", "H", "H", "O", "H", "H", "O", "H", "H", "O", "H", "H", "O", "H", "H", "O", "H", "H", "O", "H", "H", "O", "H", "H", "O"], "positions_angstrom": [[2.070921, 1.640919, -0.305697], [3.384795, 1.553595, 0.283036], [1.665841, 0.221479, -0.603893], [0.162015, 0.196391, -0.849950], [-0.616046, 0.548407, 0.421013], [-0.493278, 0.161564, 1.680926], [-1.873758, 1.140091, -0.087488], [2.359792, -0.252980, -1.899585], [2.057595, 2.298148, -1.170469], [1.466525, 2.166779, 0.453717], [3.688439, 2.381492, 0.659924], [1.982247, -0.569344, 0.126807], [-0.073090, -0.882922, -1.302194], [-0.105861, 0.935544, -1.574871], [0.325747, -0.546344, 1.898284], [-1.282843, 0.200712, 2.414889], [-1.910255, 2.103849, -0.421681], [-2.680521, 1.096661, 0.571263], [-2.224060, 0.563455, -0.867081], [2.107325, 0.462972, -2.632211], [3.295614, -0.541463, -1.692145], [1.817505, -1.098657, -2.231889], [0.380680, 3.147273, 4.312646], [0.720562, 1.673846, 4.257230], [0.018949, 2.295598, 4.052492], [-1.056022, -4.188588, 3.307170], [0.406302, -3.763014, 3.204002], [-0.410820, -3.797857, 2.670390], [-2.943439, -3.075008, -0.120439], [-2.187125, -3.061112, 1.260446], [-2.305249, -2.593456, 0.425735], [-3.211111, 2.798678, 2.573814], [-1.690957, 2.481197, 2.935141], [-2.429713, 2.292120, 2.348082], [2.613211, -1.059799, 2.947139], [2.981867, -1.815427, 1.703620], [2.318881, -1.802568, 2.400312], [-2.034747, 4.902286, 0.337003], [-2.390863, 4.920431, -1.097068], [-2.390727, 4.321728, -0.343088], [-0.714824, -2.911052, 0.129374], [0.599686, -3.587497, 0.782805], [0.242079, -3.102135, 0.041348], [-3.609482, 0.368802, -2.778389], [-2.059595, 0.354997, -3.171952], [-2.707974, 0.268157, -2.466251], [-0.230388, -0.190233, -4.956639], [1.048369, 0.543093, -5.170185], [0.559757, 0.079420, -4.478184], [1.218995, -3.243187, -2.139580], [2.368008, -3.346349, -3.108946], [1.771032, -2.690679, -2.728715]], "atomic_forces_ev_per_a": [[1.7, 0.7, 2.2], [-0.1, -0.5, -0.7], [-0.1, -0.6, -0.6], [0.6, -2.6, 0.7], [-1.0, -0.6, -0.9], [0.6, -1.5, -0.8], [-2.1, -0.5, 1.1], [-3.5, 1.1, 0.1], [0.1, -0.2, -0.6], [-0.5, -0.7, -0.4], [-0.1, 0.3, -0.1], [-0.5, 1.2, -0.2], [-0.1, 2.2, 1.2], [0.0, 0.5, -0.8], [-0.2, 0.7, 0.0], [0.0, 0.6, 0.0], [0.6, 0.5, 0.2], [1.1, 0.2, 0.3], [0.3, 0.0, -0.5], [1.4, -0.8, 0.6], [0.9, 0.4, -0.6], [1.0, 0.0, 0.1], [0.0, 0.2, 0.1], [0.0, -0.2, 0.1], [0.0, 0.1, -0.2], [0.7, 0.3, -0.7], [-0.4, 0.1, -0.4], [-0.4, -0.4, 1.4], [0.1, -0.1, 0.4], [-0.3, -0.2, 0.1], [-0.4, 0.4, -0.3], [0.1, 0.2, 0.4], [0.0, 0.2, 0.5], [-0.2, -0.3, -0.7], [-0.1, -0.3, 0.1], [0.1, -0.3, 0.0], [0.0, 0.5, 0.0], [0.0, -0.2, 0.4], [-0.2, -0.1, -0.3], [0.3, 0.1, -0.1], [0.5, -0.4, 0.4], [-0.6, -0.1, 0.3], [0.8, 0.6, -1.5], [0.0, 0.0, -0.5], [-0.5, 0.0, -0.3], [0.3, -0.2, 0.4], [-0.1, -0.3, 0.0], [0.2, 0.0, 0.1], [0.0, 0.3, -0.1], [0.0, 0.4, 0.1], [0.2, 0.2, -0.3], [-0.5, -1.0, 0.4]], "lowdin_charge": [-0.191, -0.050, -0.260, -0.104, -0.264, 0.121, 0.191, 0.221, 0.133, 0.137, 0.099, 0.150, 0.171, 0.106, 0.078, 0.087, 0.126, 0.164, 0.086, 0.166, 0.160, 0.081, 0.061, 0.049, -0.038, 0.082, 0.060, -0.069, 0.087, 0.049, -0.033, 0.067, 0.011, -0.047, 0.057, 0.041, -0.047, 0.050, 0.053, -0.049, -0.026, 0.015, -0.077, 0.086, 0.058, -0.016, 0.051, 0.062, -0.047, 0.060, 0.085, -0.045]}



[2]
{"formula": "C32H34AsF6NO3P2S2W", "method": "ωB97M-V/def2-TZVPD", "spin_multiplicity": 2, "de_lowest_kcal_mol": 25.2, "lumo_ev": [-3.82, -3.05], "homo_energy_ha": [-0.384, -0.377], "charge": 1, "s2": 1.086, "elements": ["W", "O", "P", "C", "P", "O", "C", "C", "C", "C", "C", "C", "C", "C", "C", "C", "C", "C", "C", "C", "C", "C", "C", "C", "C", "C", "C", "C", "C", "C", "H", "H", "H", "H", "H", "H", "H", "H", "H", "H", "H", "H", "H", "H", "H", "H", "H", "H", "H", "H", "H", "H", "N", "C", "O", "C", "C", "H", "H", "H", "H", "H", "H", "C", "C", "S", "C", "C", "S", "H", "H", "H", "H", "H", "H", "F", "As", "F", "F", "F", "F", "F"], "positions_angstrom": [[-1.370321, -1.427331, 0.188513], [0.602325, -0.975462, 0.844768], [1.921890, -0.364360, 0.410049], [1.672023, 0.552586, -1.115515], [0.088127, 1.403975, -1.164309], [-0.964525, 0.383537, -0.791325], [0.101577, 2.791986, -0.068285], [-1.050090, 3.023630, 0.684737], [-1.105312, 4.133386, 1.520142], [-0.028870, 5.003372, 1.592834], [1.114687, 4.782169, 0.827862], [1.179534, 3.679005, -0.004348], [-0.152545, 1.982069, -2.812187], [-0.358832, 3.331959, -3.093301], [-0.559757, 3.734784, -4.408075], [-0.557174, 2.795471, -5.427593], [-0.365285, 1.446056, -5.146960], [-0.164820, 1.036296, -3.843269], [2.562430, 0.749558, 1.621649], [1.830670, 0.996997, 2.781016], [2.334473, 1.890847, 3.720005], [3.553433, 2.516151, 3.506671], [4.285229, 2.265048, 2.349409], [3.789244, 1.384636, 1.404195], [3.161424, -1.589206, 0.079609], [2.944516, -2.471394, -0.986753], [3.857987, -3.477995, -1.246063], [4.986768, -3.615940, -0.443567], [5.200708, -2.755171, 0.620879], [4.288057, -1.742148, 0.888147], [1.613720, -0.187080, -1.918935], [2.505970, 1.224303, -1.329026], [-1.890607, 2.343855, 0.617647], [-1.995100, 4.320038, 2.107923], [-0.078512, 5.867805, 2.243419], [1.947209, 5.471623, 0.881728], [2.066393, 3.525219, -0.608917], [-0.372452, 4.065807, -2.298059], [-0.726712, 4.779625, -4.633132], [-0.715783, 3.112737, -6.450551], [-0.385714, 0.717884, -5.946600], [-0.059709, -0.020156, -3.620839], [0.881488, 0.501016, 2.944479], [1.772797, 2.092125, 4.622954], [3.941670, 3.205821, 4.246124], [5.239282, 2.750684, 2.189567], [4.366286, 1.186053, 0.505944], [2.058521, -2.378051, -1.604110], [3.693298, -4.157392, -2.072609], [5.699598, -4.404358, -0.650026], [6.074756, -2.873465, 1.247932], [4.453844, -1.085691, 1.730831], [-1.461784, -3.527735, -2.944569], [-0.874364, -3.234520, -1.819748], [-0.335998, -2.085790, -1.619046], [-0.789904, -4.202161, -0.675057], [-0.456519, -3.375409, 0.569754], [-1.637418, -2.776060, -3.600891], [-2.032028, -4.356312, -3.011795], [-0.022939, -4.933995, -0.955549], [-1.735190, -4.739221, -0.575068], [0.611805, -3.206689, 0.639407], [-0.793039, -3.883131, 1.461350], [-4.735143, -2.549138, 3.439977], [-3.604969, -1.899047, 2.678455], [-3.114576, -2.645401, 1.248803], [-2.984746, -0.772670, 3.093337], [-3.335782, -0.048279, 4.373608], [-1.750559, -0.163897, 2.113705], [-5.112515, -3.431994, 2.928544], [-5.564528, -1.851711, 3.566022], [-4.400251, -2.850856, 4.434888], [-3.190713, -0.689995, 5.245446], [-4.383348, 0.261075, 4.366374], [-2.726359, 0.843363, 4.510483], [-2.540589, -0.577807, -2.762231], [-4.127559, -0.746031, -2.060512], [-4.469151, 0.871122, -2.455716], [-4.689344, -1.376791, -3.537457], [-5.630152, -0.981451, -1.308264], [-3.566748, -2.340331, -1.538233], [-3.433402, -0.252052, -0.500698]], "atomic_forces_ev_per_a": [[0.2, 1.2, 1.3], [0.3, 0.2, 0.1], [-0.3, -0.2, 0.0], [0.2, 0.0, -0.3], [-0.4, -0.3, 0.0], [0.0, 0.2, 0.1], [-0.1, 0.2, 0.3], [0.1, 0.1, 0.1], [0.0, -0.1, 0.0], [0.1, 0.0, 0.0], [-0.1, 0.0, 0.1], [0.0, 0.0, 0.0], [0.0, 0.1, -0.4], [0.0, 0.0, -0.1], [0.0, -0.1, 0.1], [0.0, 0.0, 0.0], [0.0, 0.1, 0.0], [0.0, 0.0, 0.0], [0.0, 0.2, 0.3], [0.2, 0.1, 0.0], [-0.1, -0.1, 0.0], [0.0, 0.0, 0.0], [-0.1, 0.0, 0.0], [0.0, 0.1, 0.0], [0.2, -0.4, -0.1], [0.1, 0.0, 0.0], [0.0, 0.0, 0.0], [0.0, 0.0, -0.1], [-0.1, 0.0, 0.0], [0.0, -0.1, 0.0], [0.0, 0.0, -0.1], [0.0, 0.0, 0.0], [0.0, 0.0, 0.0], [0.0, 0.0, 0.0], [0.0, 0.0, 0.0], [0.0, 0.0, 0.0], [0.0, -0.1, 0.0], [0.0, 0.0, 0.0], [0.0, 0.0, 0.0], [0.0, 0.0, 0.0], [0.0, 0.0, 0.0], [0.0, 0.0, 0.0], [0.0, 0.0, 0.0], [0.0, 0.0, 0.0], [0.0, 0.0, 0.0], [0.0, 0.0, 0.0], [0.0, 0.0, 0.0], [0.0, 0.0, 0.0], [0.0, 0.0, 0.0], [0.0, 0.0, 0.0], [0.0, 0.0, 0.0], [0.0, 0.0, 0.0], [-0.1, 0.1, -0.6], [0.5, 0.5, 0.7], [-0.8, -0.5, -0.6], [0.0, -0.1, -0.2], [-0.2, -0.4, -0.4], [0.0, 0.0, 0.0], [0.1, 0.0, 0.0], [0.0, -0.1, 0.2], [0.0, 0.0, 0.0], [0.1, -0.1, 0.0], [0.1, -0.1, 0.1], [0.1, 0.1, 0.0], [-0.7, -0.6, 0.1], [0.0, -0.5, -0.4], [0.1, 0.7, 0.6], [0.0, -0.1, -0.1], [0.3, 0.3, 0.2], [0.1, 0.0, 0.0], [0.0, 0.0, 0.0], [0.0, 0.0, 0.0], [0.0, 0.0, -0.1], [0.0, 0.0, 0.0], [0.0, 0.0, -0.1], [0.3, 0.0, -0.1], [0.1, -0.2, -0.4], [-0.1, 0.3, 0.0], [-0.2, -0.2, -0.3], [-0.2, -0.1, 0.2], [0.0, -0.4, -0.1], [0.4, 0.1, 0.2]], "lowdin_charge": [1.289, -0.513, 0.800, -0.257, 0.793, -0.484, -0.300, -0.064, -0.049, -0.055, -0.060, -0.084, -0.267, -0.049, -0.055, -0.052, -0.054, -0.075, -0.301, -0.048, -0.050, -0.055, -0.060, -0.098, -0.267, -0.072, -0.056, -0.054, -0.053, -0.056, 0.070, 0.093, 0.091, 0.115, 0.113, 0.113, 0.114, 0.107, 0.113, 0.114, 0.113, 0.099, 0.073, 0.114, 0.114, 0.113, 0.118, 0.093, 0.113, 0.115, 0.115, 0.106, 0.247, -0.514, -0.162, -0.171, -0.313, 0.135, 0.145, 0.131, 0.117, 0.046, 0.040, -0.090, -0.713, 0.811, -0.713, -0.093, 0.799, 0.070, 0.092, 0.091, 0.088, 0.089, 0.065, -0.252, 0.708, -0.200, -0.209, -0.196, -0.321, -0.346]}



[3]
{"formula": "H2N2O6S2", "method": "ωB97M-V/def2-TZVPD", "de_lowest_kcal_mol": 2.5, "lumo_ev": 6.38, "homo_energy_ha": -0.030, "charge": -2, "elements": ["N", "N", "O", "O", "O", "O", "O", "O", "S", "S", "H", "H"], "positions_angstrom": [[-0.457005, -0.998850, -1.448007], [-1.442773, -0.057660, -0.955996], [-1.173333, -0.911316, 1.398358], [1.503051, -0.899399, 0.374495], [-2.430289, 1.137175, 0.914710], [0.122097, 1.123801, 1.001832], [2.379275, 1.270088, 1.089971], [1.444279, 1.000748, -1.103145], [-1.251967, 0.265253, 0.545343], [1.423097, 0.561687, 0.292335], [0.384146, -0.637286, -1.356726], [-0.500577, -1.854240, -0.753170]], "atomic_forces_ev_per_a": [[-6.0, -4.8, 0.6], [1.2, 0.5, -0.6], [0.5, 0.0, 0.2], [-0.1, 1.0, 0.7], [2.8, -0.6, -0.3], [-1.9, -0.4, -0.6], [1.4, 0.5, 1.0], [-0.5, 0.2, 0.4], [-5.5, 0.2, 1.5], [3.0, -0.4, -1.2], [4.7, 1.9, 0.1], [0.4, 2.1, -1.7]], "lowdin_charge": [-0.121, -0.312, -0.389, -0.363, -0.443, -0.384, -0.367, -0.367, 0.474, 0.302, -0.111, 0.081]}



[4]
{"formula": "C15H21NS2", "method": "ωB97M-V/def2-TZVPD", "smiles": "CCCN(CCc1ccsc1)CCc1cccs1", "lumo_ev": 0.77, "homo_energy_ha": -0.296, "elements": ["S", "S", "C", "C", "C", "C", "C", "C", "C", "C", "N", "C", "C", "C", "C", "C", "C", "C", "H", "H", "H", "H", "H", "H", "H", "H", "H", "H", "H", "H", "H", "H", "H", "H", "H", "H", "H", "H", "H"], "positions_angstrom": [[0.814969, 1.570218, -4.599342], [1.209046, 3.265552, 1.574855], [1.898742, 3.898353, 3.133008], [-0.326397, 2.610448, -3.789805], [0.264722, 0.191063, -3.659804], [2.108064, 2.919519, 4.017002], [-1.136070, 1.894846, -2.947783], [1.757508, 1.590585, 3.459491], [1.129795, 1.643038, 2.218953], [-0.889632, 0.501330, -2.982723], [-0.518616, -0.923890, -0.171676], [-0.314818, -3.312835, 1.585495], [0.533078, 0.346392, 1.629909], [-1.918732, -0.513789, -2.257533], [0.206340, 0.414881, 0.098915], [-1.895772, -0.782115, -0.788375], [0.362426, -2.122292, -0.388366], [-0.304881, -3.405112, 0.102013], [2.248645, 4.850427, 3.322899], [-0.344040, 3.671040, -3.972362], [0.763305, -0.708094, -3.772940], [2.430737, 3.176445, 5.030902], [-1.808225, 2.389626, -2.206190], [1.944443, 0.654650, 4.005410], [-0.625032, -4.290052, 1.945470], [-1.044952, -2.629447, 1.952743], [0.680323, -3.118589, 2.021049], [-0.427690, 0.075919, 1.998826], [1.242742, -0.360002, 1.871751], [-1.592370, -1.504988, -2.710903], [-2.925812, -0.313880, -2.594954], [1.106735, 0.695876, -0.549461], [-0.457813, 1.252612, -0.031690], [-2.530677, -0.073318, -0.165834], [-2.339048, -1.763081, -0.505948], [0.558845, -2.152412, -1.466892], [1.289099, -2.051081, 0.201363], [0.283689, -4.225627, -0.260144], [-1.432674, -3.362216, -0.347326]], "atomic_forces_ev_per_a": [[-0.5, -0.1, 1.4], [0.2, 0.3, 1.7], [-0.9, -2.0, -1.9], [0.0, -0.8, 0.0], [-1.7, 2.2, -0.6], [-0.4, -1.9, -0.5], [-0.1, 1.3, 0.1], [-0.4, 1.1, 0.3], [0.9, -0.5, 1.8], [-0.8, -1.2, 2.0], [0.5, 2.3, 0.3], [0.0, -1.8, 0.9], [-0.3, 3.4, -2.3], [2.6, -1.2, -2.3], [0.8, -1.9, 0.4], [1.3, -0.4, 2.7], [-1.4, 1.1, -1.1], [-2.2, 2.2, -1.5], [0.1, 2.1, -0.3], [0.1, 0.0, 0.0], [0.6, -1.7, -0.3], [0.2, -0.6, -0.4], [0.3, -0.6, -1.0], [-0.4, 0.5, -0.3], [0.0, -0.2, 0.5], [-0.3, 0.8, 0.2], [-0.4, 0.1, -0.3], [-0.6, 0.0, 1.0], [1.3, -2.0, 0.3], [-0.7, 1.0, 0.2], [-0.2, 0.2, -0.2], [-1.0, -0.9, 0.7], [-0.7, 0.1, -0.2], [1.1, -0.4, -0.7], [-0.2, 0.6, -0.9], [0.6, -0.4, 0.0], [-0.2, 0.6, -0.5], [-0.1, -0.7, -0.3], [2.7, -0.9, 1.0]], "lowdin_charge": [0.953, 0.963, -0.381, -0.406, -0.358, -0.193, -0.183, -0.135, -0.521, -0.312, -0.158, -0.133, -0.169, -0.118, -0.165, -0.205, -0.207, -0.255, 0.035, 0.058, 0.038, 0.103, 0.127, 0.106, 0.068, 0.062, 0.086, 0.105, 0.071, 0.121, 0.103, 0.134, 0.084, 0.133, 0.094, 0.099, 0.115, 0.097, 0.144]}



[5]
{"formula": "C5H9NO", "method": "ωB97M-V/def2-TZVPD", "de_lowest_kcal_mol": 33.2, "lumo_ev": 0.88, "homo_energy_ha": -0.368, "elements": ["C", "C", "C", "C", "O", "C", "N", "H", "H", "H", "H", "H", "H", "H", "H", "H"], "positions_angstrom": [[-0.927174, -0.369471, 1.199950], [-0.160827, -0.056206, -0.083658], [-0.302778, -1.202276, -1.081232], [-0.258313, 1.348046, -0.729957], [1.102805, 1.654434, -0.321222], [1.226362, 0.433976, 0.290571], [2.119219, -0.012976, 1.051201], [-0.988470, 0.494424, 1.868298], [-1.935707, -0.744751, 1.002097], [-0.365620, -1.149156, 1.726361], [0.138256, -2.123706, -0.689689], [-1.371196, -1.386388, -1.254673], [0.159824, -0.976784, -2.047901], [-0.960624, 2.066982, -0.301013], [-0.333382, 1.346978, -1.822921], [2.857619, 0.676868, 1.193787]], "atomic_forces_ev_per_a": [[-0.1, 0.0, 0.0], [-0.1, 0.0, 0.0], [0.1, -0.1, 0.0], [-0.4, 0.1, -0.1], [0.1, 0.0, 0.0], [0.3, -0.3, 0.3], [-0.2, 0.2, -0.3], [0.0, -0.1, -0.1], [0.1, 0.1, 0.0], [-0.1, 0.1, 0.0], [0.0, 0.1, 0.0], [0.2, 0.0, 0.0], [0.0, 0.0, 0.2], [0.1, -0.1, 0.0], [0.0, 0.0, 0.2], [0.0, -0.1, -0.1]], "lowdin_charge": [-0.035, -0.448, -0.032, -0.081, 0.018, -0.432, 0.178, 0.091, 0.082, 0.089, 0.090, 0.087, 0.086, 0.124, 0.121, 0.065]}



Calculated M in order - 298.33; 979.46; 190.16; 279.47; 99.13 g/mol
Calculated total energy in order - -31225.28694; -160588.09917; -36966.11312; -39053.23273; -8867.77346 eV